(1)
The following is a DFT calculation (the ωB97M-V functional and the def2-TZVPD basis) of a molecular structure, C12H26BeN10O10.

The calculation puts the orbital gap at 0.2438 hartree. As for the total energy: -1787.75307 hartree.

Geometry as XYZ:
```
59
C12H26BeN10O10 the ωB97M-V functional and the def2-TZVPD basis
O -0.38240 2.06164 -0.61972
O 1.71624 1.25804 1.55251
O -2.37278 -1.25516 1.83545
O 1.18960 -0.08688 -1.77855
O -1.74206 -1.30563 -0.98379
O 0.00412 -1.99041 1.55602
O 0.17537 -1.06322 -7.08472
O -1.25212 1.25389 2.28043
O 1.81320 -1.53413 0.45571
O 1.68513 -3.51992 1.38968
N -3.53265 -1.34302 3.80081
N 1.27825 2.74745 -1.98368
N -1.40980 3.30212 3.27859
N -3.03127 -3.16019 -0.82597
N -1.65467 -2.53566 3.57337
N -0.15170 1.70420 4.21911
N 3.51711 0.21006 2.45758
N -2.06556 -2.62163 -2.80966
N 2.89591 2.28174 3.17840
N 0.96404 3.81807 -0.01876
C -2.50453 -1.67110 2.97946
C 2.66008 1.23478 2.33323
C 1.18562 -2.39684 1.16083
C 0.60006 2.79133 -0.81835
C -0.55125 -0.31061 -4.95101
C -2.29743 -2.25817 -1.51988
C 1.92892 -0.93021 -3.88929
C 0.96154 -0.32842 -3.10481
C -0.94242 2.03595 3.16357
C 1.72658 -1.17939 -5.26100
C 0.46911 -0.81893 -5.74953
C -0.30132 -0.08595 -3.61349
Be -0.17322 -0.18334 0.58956
H 0.53764 2.32597 4.60317
H -0.91025 -2.83446 2.93276
H 2.54388 -1.64062 -5.79199
H 1.93545 3.48490 -2.15827
H 3.19955 -0.68542 2.09373
H 2.88841 -1.25409 -3.50548
H 1.93048 -0.57552 -1.38010
H -1.44234 3.75786 4.17389
H 1.71855 4.42510 -0.27959
H 0.13124 0.73411 4.19960
H 2.26753 3.04822 3.00961
H -0.36036 -0.29753 -7.31801
H -4.25797 -0.76206 3.41541
H 0.35603 4.11623 0.72215
H -3.06101 -2.83065 0.13204
H 3.64454 2.35443 3.84043
H -1.49850 -1.96308 -3.31595
H -0.96109 0.45218 -2.94230
H 1.14083 1.99861 -2.63579
H -1.60775 -2.87654 4.51353
H -3.27901 -4.05977 -1.18388
H -2.36988 -3.48997 -3.20372
H -3.44751 -1.36042 4.79958
H 4.15592 0.28946 3.22767
H -2.15865 3.59835 2.67275
H -1.50140 -0.07576 -5.41334
```

=====

(2)
The following is a DFT calculation (the ωB97M-V functional and the def2-TZVPD basis) of 2 unconnected molecules or ions with the total composition C12H26Br2N.

As for the total charge: +1. The calculation puts the orbital gap at 0.3482 hartree. As for the total energy: -5675.39117 hartree.

Geometry as XYZ:
```
41
C12H26Br2N the ωB97M-V functional and the def2-TZVPD basis
Br 2.32351 -0.79847 3.07151
Br 1.03411 -1.83274 6.29120
N 0.11721 0.72301 -2.42668
C -1.93520 2.13021 -0.17481
C 1.51586 -2.50828 3.54662
C 0.39234 -2.34296 4.53541
C 1.62426 -1.44703 -1.17274
C 2.16631 -0.01739 -1.15824
C -0.96790 1.76218 -2.58134
C -1.82090 1.00505 0.87416
C -0.82223 1.30447 1.99630
C 0.75308 -1.66625 -2.41017
C 1.05132 1.01582 -1.28442
C -0.41096 -0.68501 -2.40447
C -2.15551 1.67548 -1.63112
H -2.90077 2.32770 -2.09651
H -1.05505 2.78167 -0.11762
H 1.15151 -2.94380 2.61912
H 2.68393 0.18636 -0.21792
H -1.30472 1.67034 -3.61687
H -1.07860 -0.79868 -3.26010
H 1.45399 2.01306 -1.47028
H -2.80550 0.82991 1.31477
H 0.20601 1.05619 1.71732
H -0.47475 2.73217 -2.47453
H 1.35205 -1.50216 -3.31465
H -1.55441 0.06119 0.38467
H 0.35968 -2.68044 -2.47010
H 0.44181 1.05319 -0.38519
H -0.30946 -1.57445 4.22633
H 2.90023 0.11673 -1.95916
H -2.60187 0.67839 -1.66026
H -0.13369 -3.28660 4.66040
H 2.44542 -2.16211 -1.13535
H 1.02348 -1.60688 -0.26577
H -0.99652 -0.78710 -1.49202
H -1.04176 0.71775 2.89120
H -0.85395 2.35876 2.28288
H 0.68239 0.78549 -3.27289
H -2.77667 2.77106 0.09681
H 2.32195 -3.11585 3.94451
```